Entry 1:
{
  "formula": "C42H50AsCoFGe2N4O8S4",
  "method": "the ωB97M-V functional and the def2-TZVPD basis",
  "elements": ["Co", "S", "C", "N", "C", "C", "N", "C", "C", "C", "C", "C", "C", "C", "C", "S", "C", "C", "C", "C", "C", "C", "C", "H", "H", "H", "H", "H", "H", "H", "H", "H", "H", "H", "H", "H", "H", "H", "H", "H", "H", "O", "S", "O", "O", "S", "C", "As", "C", "C", "O", "H", "H", "H", "H", "H", "H", "H", "H", "H", "F", "C", "C", "N", "C", "C", "O", "O", "C", "O", "N", "C", "O", "H", "H", "H", "H", "C", "Ge", "C", "C", "Ge", "C", "C", "C", "C", "C", "C", "C", "C", "C", "C", "C", "C", "H", "H", "H", "H", "H", "H", "H", "H", "H", "H", "H", "H", "H", "H", "H", "H", "H", "H", "H"],
  "coordinates": [[0.65648, 0.79723, 0.03612], [1.33858, -1.19108, 3.23133], [2.68109, -1.35125, 2.20561], [3.32492, -2.58121, 2.07931], [4.74961, -2.57242, 1.83320], [5.03840, -1.70358, 0.64400], [4.42993, -0.39119, 0.79802], [5.25381, 0.74437, 0.38205], [6.27176, 1.12230, 1.44263], [5.85387, 1.76672, 2.61254], [6.76109, 2.04379, 3.62601], [8.09835, 1.67775, 3.48781], [8.52226, 1.04439, 2.32854], [7.61031, 0.76871, 1.31219], [3.24597, -0.23485, 1.47723], [2.42584, 1.30012, 1.39103], [2.70058, -3.84255, 2.42768], [3.30086, -4.50847, 3.64753], [3.51408, -3.77849, 4.81850], [4.05778, -4.39430, 5.94001], [4.39474, -5.74520, 5.90820], [4.18789, -6.47424, 4.74553], [3.64965, -5.85334, 3.62152], [5.08844, -3.59045, 1.64009], [5.29653, -2.19361, 2.70414], [4.64547, -2.18949, -0.25690], [6.11662, -1.58398, 0.53164], [4.58044, 1.57230, 0.18419], [5.76284, 0.46846, -0.54370], [4.80954, 2.04785, 2.72175], [6.41778, 2.55065, 4.52224], [8.80576, 1.88992, 4.28172], [9.56430, 0.76251, 2.21120], [7.95038, 0.28147, 0.40203], [2.77523, -4.52560, 1.57479], [1.64876, -3.63232, 2.60235], [3.23140, -2.72852, 4.84193], [4.21659, -3.81514, 6.84392], [4.81222, -6.22548, 6.78616], [4.44949, -7.52458, 4.70905], [3.49514, -6.42785, 2.71068], [-2.50599, -1.17906, -1.56502], [-1.09776, -0.87845, -1.41149], [-0.23712, -1.57159, -2.37380], [-0.82436, 0.59202, -1.39216], [-0.49418, -1.53281, 0.47414], [3.34257, 0.93559, -3.58847], [1.90469, -0.18452, -2.93977], [0.50940, 0.30494, -4.17120], [2.55649, -1.95239, -3.27001], [1.91829, 0.09226, -1.29374], [3.60852, 0.66643, -4.61200], [4.20498, 0.82798, -2.93133], [3.00683, 1.97147, -3.55674], [0.98127, 0.82227, -5.00104], [-0.19293, 0.95648, -3.65658], [-0.00925, -0.59347, -4.49617], [3.20462, -1.96689, -4.14056], [1.72597, -2.64115, -3.38062], [3.11760, -2.20450, -2.37530], [3.35489, 3.00246, 4.80446], [2.48800, 3.81824, 4.19118], [1.31803, 3.36389, 3.74969], [0.39151, 4.18290, 3.13130], [-0.79109, 3.56993, 2.51063], [-0.35277, 2.74958, 1.30317], [-0.55766, 1.48444, 1.37530], [0.27507, 3.29958, 0.38961], [0.65437, 5.52271, 2.90074], [-0.13376, 6.29858, 2.39376], [1.90604, 5.92861, 3.33496], [2.89390, 5.19016, 3.99044], [3.94905, 5.69486, 4.31905], [1.05764, 2.31379, 3.84094], [-1.45392, 4.36824, 2.20884], [-1.26551, 2.91360, 3.23419], [2.13227, 6.88760, 3.14008], [-1.25801, 0.03090, 5.00839], [-2.12928, -1.33256, 3.90785], [-1.23638, -3.05863, 4.20932], [-3.94855, -1.54236, 4.62977], [-2.45801, -0.90017, 1.53186], [-3.40016, 0.78551, 1.26774], [-3.82111, 1.27289, 0.02883], [-4.49547, 2.48786, -0.04981], [-4.76204, 3.22269, 1.09995], [-4.36763, 2.73050, 2.33884], [-3.68940, 1.51924, 2.41841], [-3.71346, -2.33909, 1.07043], [-5.05664, -2.04458, 0.82135], [-5.97273, -3.06241, 0.57276], [-5.55961, -4.39005, 0.58145], [-4.22704, -4.69602, 0.83641], [-3.31287, -3.67675, 1.07550], [-1.09313, -0.38115, 6.00826], [-1.86998, 0.93331, 5.09299], [-0.28906, 0.28394, 4.56790], [-1.81725, -3.65293, 4.92173], [-0.23342, -2.88068, 4.60435], [-1.13148, -3.62622, 3.28044], [-3.88293, -1.93203, 5.65212], [-4.52820, -2.24311, 4.01981], [-4.48123, -0.58468, 4.65423], [-3.61844, 0.70482, -0.86916], [-4.81073, 2.86299, -1.01786], [-5.27237, 4.17802, 1.03310], [-4.58063, 3.29384, 3.24079], [-3.37871, 1.14735, 3.38961], [-5.38844, -1.01156, 0.81572], [-7.01282, -2.82090, 0.37586], [-6.27229, -5.18449, 0.38959], [-3.90286, -5.73114, 0.85439], [-2.26913, -3.92143, 1.24880]],
  "mulliken_charge": [-0.671, -0.294, -0.602, 0.091, -0.753, -0.726, 0.721, -1.948, 0.341, 0.165, -0.688, -0.384, -0.699, -0.220, 0.126, -0.349, -1.000, 0.752, 0.006, -0.742, -0.390, -0.596, -0.424, 0.528, 0.248, -0.003, 0.421, 0.627, 0.673, 0.248, 0.472, 0.372, 0.362, 0.371, 0.332, 0.042, 0.347, 0.398, 0.372, 0.375, 0.341, -0.644, 0.459, -0.662, -0.584, -0.104, -1.134, 0.804, -1.154, -0.871, 0.456, 0.458, 0.181, 0.356, 0.521, 0.263, 0.352, 0.397, 0.360, 0.016, -0.423, 0.601, -0.430, 0.182, -0.961, 0.759, 1.721, -0.740, 0.454, -0.670, -0.052, 0.251, -0.678, 0.594, 0.398, 0.132, 0.228, -0.928, 1.557, -1.077, -1.341, -1.287, 0.663, 0.108, -0.823, -0.557, -0.622, -0.231, 0.912, -0.402, -0.715, -0.486, -0.793, -0.376, 0.513, 0.438, -0.102, 0.516, 0.429, 0.153, 0.488, 0.355, 0.355, 0.440, 0.401, 0.338, 0.394, -0.126, 0.306, 0.391, 0.347, 0.389, 0.293],
  "multiplicity": 3,
  "homo_energy_ev": [-3.78, -4.82],
  "s_squared": 2.110,
  "charge": -1,
  "total_energy_ha": -11916.6076
}


Entry 2:
{
  "formula": "C12H17BN6O2Ti",
  "method": "the ωB97M-V functional and the def2-TZVPD basis",
  "elements": ["C", "N", "N", "C", "C", "B", "N", "N", "C", "C", "C", "Ti", "N", "N", "C", "C", "C", "H", "H", "H", "H", "H", "H", "H", "H", "H", "H", "H", "C", "H", "H", "H", "C", "C", "O", "O", "H", "H", "H"],
  "coordinates": [[-1.22546, -1.52421, -2.51471], [-0.39337, -0.78918, -1.70236], [0.64232, -0.28401, -2.49877], [0.51971, -0.79965, -3.73795], [-0.65015, -1.57213, -3.78055], [1.72953, 0.63248, -1.76759], [0.94907, 1.87619, -1.18929], [0.02782, 1.66377, -0.18099], [-0.44551, 2.87453, 0.22357], [0.17007, 3.86836, -0.54074], [1.01526, 3.19672, -1.42517], [-0.38506, -0.33366, 0.16255], [2.37513, -0.17908, -0.57370], [1.47489, -0.61849, 0.44632], [2.24871, -1.05045, 1.49500], [3.60096, -0.91121, 1.16751], [3.64554, -0.36047, -0.12380], [1.77926, -1.44929, 2.40947], [4.55639, -0.06220, -0.67629], [4.44053, -1.17736, 1.80729], [2.55231, 0.95244, -2.57018], [1.59638, 3.54568, -2.27314], [1.23222, -0.64824, -4.55552], [0.01824, 4.93459, -0.50787], [-1.00421, -2.14395, -4.60534], [-1.16394, 2.94644, 1.03394], [-2.10390, -2.04042, -2.13534], [-1.51017, 1.57015, 2.33902], [-2.00492, 1.83036, 3.30058], [-1.46047, 2.66861, 3.74208], [-3.05360, 2.10453, 3.13377], [-1.90964, 0.94213, 3.94216], [-2.47486, -3.46016, 1.61118], [-2.46874, -1.96066, 1.90171], [-3.17361, -1.50963, 2.79833], [-1.63882, -1.23488, 1.13356], [-2.13728, -3.99491, 2.52812], [-1.83960, -3.74478, 0.73914], [-3.53103, -3.75800, 1.44402]],
  "mulliken_charge": [-0.275, 0.079, -0.247, -0.057, -0.915, -0.075, -0.168, 0.255, -0.077, -0.945, 0.066, 1.783, -0.106, 0.043, -0.194, -0.882, -0.089, 0.466, 0.448, 0.419, -0.001, 0.507, 0.467, 0.456, 0.440, 0.496, 0.507, -0.564, -0.397, 0.397, 0.325, 0.290, -0.902, 0.441, -0.474, -0.398, 0.297, 0.264, 0.322],
  "multiplicity": 3,
  "homo_energy_ev": [-14.88, -15.50],
  "s_squared": 2.014,
  "charge": 2,
  "e_above_lowest_kj_mol": 0.0,
  "total_energy_ha": -1820.2542
}